{
  "formula": "C5H8F2Si",
  "method": "ωB97M-V/def2-TZVPD",
  "spin_multiplicity": 1,
  "smiles": "CCC#C[Si](C)(F)F",
  "total_charge": 0,
  "de_lowest_ev": 0.105,
  "e_homo_ev": -10.158,
  "orbital_gap_ev": 10.97,
  "elements": ["C", "C", "C", "C", "Si", "C", "F", "F", "H", "H", "H", "H", "H", "H", "H", "H"],
  "positions_angstrom": [[-0.37074, -2.04843, 2.53349], [0.75495, -1.70630, 1.52039], [0.48624, -0.81198, 0.39109], [0.31697, -0.17771, -0.60906], [-0.30155, 1.05272, -1.92114], [0.00103, 2.90117, -1.89133], [-1.86794, 0.75709, -2.16754], [0.42008, 0.58508, -3.26244], [-0.55154, -1.08573, 3.12809], [-0.34347, -2.85937, 3.22911], [-1.25098, -2.35920, 1.89583], [1.08119, -2.68431, 1.01358], [1.78410, -1.35352, 1.96832], [0.87994, 3.09659, -2.34017], [-0.81748, 3.29835, -2.59088], [-0.22079, 3.39556, -0.89735]]
}